Entry 1:
ORCA calculation (wB97M-V/def2-TZVPD) on C47H31Br4O6ReS3 as an isolated structure.

Properties
Kohn-Sham gap (alpha / beta) = 4.983 / 6.581 eV
energy above the lowest of the compared OMol25 structures with the same formula, charge and spin = 229.7 kJ/mol
net charge = +1
⟨S²⟩ = 1.191
2S+1 = 2

XYZ file:
```
92
Properties=species:S:1:pos:R:3:mulliken_charge:R:1
Re -1.365 0.319 -1.907 1.4198
Br -8.352 0.732 -1.359 -0.1146
C -6.504 0.972 -1.135 0.1693
C -6.042 2.037 -0.356 0.2900
Br -7.232 3.279 0.387 -0.1254
C -4.674 2.173 -0.113 -0.4435
Br -4.006 3.532 0.988 -0.0835
C -3.774 1.298 -0.703 0.0697
O -2.477 1.282 -0.478 -0.2296
C -4.233 0.311 -1.631 0.6237
O -3.300 -0.348 -2.253 -0.9180
C -5.609 0.094 -1.753 -0.2129
Br -6.208 -1.386 -2.736 -0.0709
C 6.183 3.661 -0.952 -1.5370
C 4.862 2.968 -1.007 1.0875
C 3.667 3.684 -1.022 -1.0559
C 2.450 3.026 -1.062 -0.0016
C 2.436 1.643 -1.085 0.2988
C 3.603 0.900 -1.099 -0.6210
C 4.810 1.574 -1.059 -0.9623
S 0.835 0.813 -1.116 1.3671
O 0.916 -0.231 -2.180 -0.7783
C 0.801 0.042 0.513 2.0183
C 0.504 0.978 1.524 -1.1997
C 0.393 0.577 2.823 -1.4319
C 0.509 -0.791 3.160 0.9580
C 0.403 -1.237 4.493 -1.0501
C 0.500 -2.568 4.796 -0.7952
C 0.664 -3.513 3.772 -1.0194
C 0.776 -3.112 2.469 -0.7440
C 0.742 -1.742 2.132 1.0224
C 0.929 -1.298 0.788 -0.6076
C 1.337 -2.309 -0.207 -0.3933
C 2.620 -2.913 -0.069 1.2874
C 3.542 -2.502 0.919 -0.5308
C 4.710 -3.187 1.105 -0.9819
C 5.029 -4.288 0.296 -0.8103
C 4.197 -4.654 -0.725 -0.8377
C 2.974 -3.983 -0.935 0.5642
C 2.084 -4.374 -1.959 -1.2940
C 0.872 -3.760 -2.096 -1.3437
C 0.494 -2.760 -1.191 0.7316
S -1.129 -2.011 -1.459 1.2618
O -1.595 -2.569 -2.710 -0.7895
C -2.124 -2.717 -0.143 0.9092
C -2.386 -1.964 0.988 -0.0914
C -3.215 -2.489 1.965 -1.3131
C -3.783 -3.750 1.814 1.0428
C -4.674 -4.328 2.864 -1.6275
C -3.508 -4.481 0.659 -0.9897
C -2.685 -3.969 -0.324 -0.6713
H 6.068 4.723 -0.758 0.3714
H 6.702 3.538 -1.901 0.3348
H 6.815 3.230 -0.179 0.3859
H 3.674 4.763 -1.000 0.5041
H 1.522 3.578 -1.071 0.1282
H 3.560 -0.179 -1.143 0.5335
H 5.731 1.009 -1.063 0.4675
H 0.389 2.014 1.243 0.5187
H 0.209 1.296 3.606 0.4888
H 0.243 -0.506 5.269 0.5045
H 0.446 -2.907 5.820 0.4436
H 0.706 -4.564 4.017 0.4967
H 0.898 -3.848 1.689 0.5584
H 3.304 -1.655 1.546 0.6265
H 5.389 -2.882 1.885 0.4864
H 5.938 -4.835 0.485 0.4289
H 4.447 -5.480 -1.373 0.4751
H 2.374 -5.170 -2.627 0.4347
H 0.181 -4.026 -2.880 0.7235
H -1.958 -0.976 1.097 0.4967
H -3.425 -1.912 2.854 0.4315
H -4.856 -3.618 3.665 0.3741
H -4.220 -5.224 3.285 0.3501
H -5.629 -4.620 2.430 0.3792
H -3.952 -5.457 0.534 0.4542
H -2.484 -4.509 -1.237 0.5810
O -0.351 7.924 0.095 -0.4842
C 0.371 7.331 -0.860 0.3301
O 1.459 7.728 -1.170 -0.5346
C -0.210 6.099 -1.489 0.5979
C 0.011 5.867 -2.847 -0.9402
C -0.382 4.678 -3.427 -0.7419
C -0.947 3.667 -2.642 0.7377
S -1.365 2.154 -3.436 -0.4006
C -1.162 3.900 -1.284 -0.1420
C -0.828 5.115 -0.719 -0.7102
H -1.232 7.544 0.214 0.3734
H 0.477 6.641 -3.437 0.4763
H -0.242 4.504 -4.480 0.5015
H -1.603 3.130 -0.673 0.0597
H -1.029 5.279 0.330 0.4544
```

=====

Entry 2:
ORCA calculation (wB97M-V/def2-TZVPD) on an isolated ion of composition C8H16BrINO2 and charge +1.

Properties
Kohn-Sham gap = 10.421 eV
SMILES = CC[C@@H](I)[N@@H+]1C[C@@H](COO)C[C@H]1Br
net charge = +1

XYZ file:
```
29
Properties=species:S:1:pos:R:3:mulliken_charge:R:1
C -1.819 1.639 2.913 -1.5835
C -1.831 0.358 2.088 -0.1311
C -1.839 0.484 0.549 -0.9345
I -1.584 2.451 -0.236 0.2074
N -0.860 -0.514 -0.022 -0.2526
C 0.619 -0.363 0.209 -0.8097
C 1.151 0.214 -1.089 0.8705
C 2.678 0.320 -1.196 -1.1806
O 3.244 -0.732 -1.941 -0.2452
O 3.303 -1.893 -1.105 -0.3314
C 0.468 -0.729 -2.091 -0.8266
C -0.964 -0.782 -1.540 -0.1196
Br -1.909 -2.426 -1.791 -0.0331
H -1.875 1.363 3.966 0.4187
H -0.902 2.211 2.781 0.4104
H -2.683 2.267 2.706 0.3961
H -2.731 -0.201 2.353 0.3478
H -0.980 -0.256 2.395 0.3631
H -2.803 0.163 0.165 0.6736
H -1.147 -1.387 0.428 0.5572
H 0.962 -1.403 0.200 0.3350
H 0.917 0.054 1.168 0.4877
H 0.732 1.189 -1.338 0.0682
H 2.962 1.230 -1.722 0.3978
H 3.131 0.380 -0.200 0.3998
H 3.976 -1.657 -0.444 0.3206
H 0.944 -1.705 -2.165 0.4039
H 0.393 -0.307 -3.093 0.4122
H -1.554 0.033 -1.947 0.3778
```

=====

Entry 3:
ORCA calculation (wB97M-V/def2-TZVPD) on C4H8O2 as an isolated structure.

Properties
Kohn-Sham gap = 9.622 eV
energy above the lowest of the compared OMol25 structures with the same formula, charge and spin = 415.2 kJ/mol

XYZ file:
```
14
Properties=species:S:1:pos:R:3:mulliken_charge:R:1
C -1.215 1.670 0.409 -0.6434
O -0.431 0.953 -0.528 -0.3270
C -0.295 -0.346 -0.083 -0.4647
C 1.251 -0.824 0.268 -0.6050
C 1.080 -1.258 -1.106 0.0724
O 0.730 -2.386 -1.421 -0.6262
H -1.262 2.707 0.080 0.2459
H -0.751 1.618 1.406 0.3086
H -2.231 1.255 0.474 0.2888
H -1.112 -1.043 -0.292 0.4718
H -0.157 -0.407 0.990 0.3149
H 1.307 -1.619 1.030 0.3471
H 1.760 0.105 0.561 0.3068
H 1.327 -0.425 -1.789 0.3100
```

=====

Entry 4:
ORCA calculation (wB97M-V/def2-TZVPD) on a 2-piece molecular cluster, C4H14NSi overall.

Properties
Kohn-Sham gap (alpha / beta) = 9.613 / 5.619 eV
energy above the lowest of the compared OMol25 structures with the same formula, charge and spin = 594.0 kJ/mol
net charge = +1

XYZ file:
```
20
Properties=species:S:1:pos:R:3:mulliken_charge:R:1
C 1.787 0.313 1.073 -1.6702
C 0.356 1.283 -0.725 -0.7934
C 0.404 0.373 0.460 0.3331
C 0.006 -1.031 -0.043 -0.6739
N 0.794 -1.563 -1.111 -0.1596
Si -3.327 0.206 0.268 0.2833
H 1.979 -0.542 1.666 0.4717
H 1.668 1.186 1.874 0.3706
H 2.620 0.610 0.505 0.4617
H 1.004 2.294 -0.566 0.3382
H 0.775 0.749 -1.601 0.2139
H -0.742 1.364 -0.837 0.1855
H -0.397 0.692 1.102 0.3303
H -0.113 -1.683 0.833 0.3489
H 0.857 -2.582 -1.029 0.3818
H 0.548 -1.272 -2.053 0.3255
H 1.661 -1.074 -0.958 0.3115
H -3.200 1.723 0.183 0.0099
H -3.893 -0.224 1.567 -0.0204
H -2.789 -0.823 -0.609 -0.0487
```